{"formula": "C5H35N2O11", "method": "the ωB97M-V functional and the def2-TZVPD basis", "gap_ev": [9.24, 3.64], "s_squared": 0.755, "mol_weight_g_mol": 299.34, "e_lumo_ev": [-6.219, -11.819], "max_force_ev_per_a": 5.1, "multiplicity": 2, "charge": 2, "symbols": ["C", "O", "H", "H", "H", "H", "H", "H", "O", "H", "H", "H", "N", "C", "H", "H", "C", "H", "H", "H", "H", "H", "H", "H", "N", "C", "H", "H", "H", "H", "O", "H", "O", "H", "H", "O", "H", "O", "H", "H", "H", "O", "O", "H", "O", "H", "O", "O", "H", "H", "H", "C", "H"], "xyz": [[-1.950, 1.983, 0.556], [1.895, 1.114, 1.281], [-0.669, -2.486, 1.297], [1.833, -2.014, -2.874], [-1.796, -1.130, -1.412], [-2.595, 3.628, 1.720], [-2.020, -1.548, 0.858], [1.686, 1.403, 2.216], [-1.014, -4.474, 0.691], [-0.089, 2.508, -0.793], [4.560, 0.921, -0.631], [3.941, -1.418, -2.887], [-1.014, -1.533, 1.161], [-0.792, -0.767, 2.513], [-0.316, -0.977, 0.437], [-1.196, -4.371, -0.199], [-1.582, 0.540, 2.567], [-1.736, 2.331, -1.650], [-0.616, 2.370, 2.239], [2.836, 2.483, -2.142], [-1.752, 0.932, 3.656], [2.046, -3.531, -3.003], [0.901, 1.025, 0.876], [-2.928, -2.213, -1.871], [-0.944, 1.583, 1.632], [-1.053, 1.985, -0.818], [2.396, 2.777, 0.749], [-2.649, 1.074, 0.392], [-3.558, 3.332, 0.368], [1.744, -1.726, -0.554], [-0.698, 0.656, -1.022], [-0.042, 0.580, -1.757], [3.146, -1.355, -2.330], [2.266, 1.261, -1.180], [-1.949, 3.929, 0.015], [3.057, 3.284, 0.290], [3.228, 0.741, 0.277], [2.576, 1.567, -2.002], [-4.911, -0.641, 0.424], [-2.595, 0.659, 2.378], [-1.112, -1.517, 3.267], [-2.430, -1.840, -1.104], [-4.352, -0.120, 1.084], [3.256, -0.710, -1.649], [3.797, 0.350, -0.404], [-0.236, -5.058, 0.836], [0.811, -2.112, -0.393], [1.289, -2.905, -3.004], [2.815, 4.211, 0.327], [-5.180, 0.261, 1.503], [0.401, -0.647, 2.423], [-2.559, 3.360, 0.713], [0.751, -2.718, -1.081]], "nbo_charge": [-0.10, -0.94, 0.49, 0.50, 0.50, 0.24, 0.47, 0.50, -0.97, 0.21, 0.52, 0.51, -0.77, -0.26, 0.49, 0.48, -0.32, 0.23, 0.43, 0.51, 0.29, 0.48, 0.48, 0.51, -0.22, -0.05, 0.46, 0.30, 0.28, 0.50, -0.78, 0.53, -0.99, 0.46, 0.25, -0.96, 0.49, -0.97, 0.51, 0.27, 0.27, -1.00, -0.98, 0.51, -0.98, 0.50, -1.00, -1.01, 0.48, 0.50, 0.25, -0.62, 0.52]}

***

{"formula": "C40H29N6O2S2SbSe4Ti", "method": "the ωB97M-V functional and the def2-TZVPD basis", "gap_ev": [4.11, 5.69], "s_squared": 2.042, "mol_weight_g_mol": 1175.31, "e_lumo_ev": [3.631, 3.627], "max_force_ev_per_a": 2.1, "multiplicity": 3, "charge": -2, "symbols": ["C", "H", "H", "H", "C", "H", "H", "H", "C", "C", "H", "C", "S", "C", "H", "H", "C", "C", "H", "C", "C", "H", "H", "C", "C", "C", "H", "C", "Se", "H", "H", "H", "C", "C", "C", "N", "C", "C", "N", "H", "O", "C", "H", "N", "C", "C", "C", "C", "C", "C", "C", "Ti", "H", "N", "H", "H", "C", "C", "Se", "H", "S", "H", "H", "N", "O", "Se", "C", "C", "C", "H", "C", "H", "H", "H", "C", "Se", "C", "C", "C", "C", "Sb", "C", "N", "H", "C"], "xyz": [[1.263, -2.290, -2.044], [-0.431, -3.429, -4.756], [-0.662, -5.435, 0.761], [-3.930, -0.622, 4.666], [-1.929, -3.311, 2.274], [-0.387, -3.265, 0.762], [-0.093, 7.599, -2.108], [1.626, 5.022, 1.394], [-0.750, 3.526, 2.127], [-0.635, 4.284, -1.712], [-3.624, 5.318, -2.901], [-2.986, 1.125, 3.924], [-1.657, 6.132, 2.412], [-6.152, 2.365, -3.554], [-7.978, 3.100, -2.704], [1.899, -3.020, -3.967], [-4.771, 2.291, -3.432], [-4.885, 3.546, -1.388], [0.725, 2.942, 0.682], [-1.335, 0.821, 2.135], [-1.616, -0.555, 2.139], [-1.826, -2.018, -0.994], [-3.028, -7.999, 3.334], [-6.262, 3.618, -1.514], [-6.901, 3.036, -2.600], [-4.125, 2.887, -2.356], [-1.251, -7.879, 1.377], [-2.029, 1.688, 3.025], [1.528, 1.068, -1.553], [-3.405, -2.919, 3.813], [-4.186, 1.764, -4.173], [-6.644, 1.898, -4.399], [-1.047, -2.678, 1.388], [-1.961, 4.199, -2.125], [-1.922, 6.571, -2.558], [-0.920, -1.371, 1.272], [-1.362, 0.899, -2.610], [-1.690, -7.025, 1.873], [2.499, -2.155, -1.550], [-0.112, 3.384, -1.410], [-0.765, 0.088, -3.293], [-0.440, 4.945, 2.026], [-4.381, 3.984, -0.537], [-0.364, 1.309, 1.291], [-3.226, -0.204, 3.955], [0.041, 5.493, -1.703], [-1.368, -5.690, 1.537], [-2.706, -2.475, 3.114], [-2.313, 1.965, -0.919], [-1.742, 3.040, 2.984], [-0.236, -3.053, -3.758], [0.063, -0.104, -0.033], [-0.929, 8.447, 2.176], [-1.985, 1.991, -3.186], [1.074, 5.518, -1.382], [-1.620, 2.355, -4.048], [-2.593, -7.120, 2.886], [-1.304, -2.802, -2.895], [5.344, -0.021, -0.543], [-6.844, 4.138, -0.761], [-3.070, -5.558, 3.445], [3.314, -2.121, -2.135], [-2.419, 7.464, -2.922], [-1.582, 0.863, -1.235], [-2.751, 2.272, 0.173], [1.884, -0.719, 1.542], [-2.022, -4.748, 2.304], [-1.015, -2.245, -1.675], [1.044, -2.822, -3.335], [2.608, -1.791, -0.609], [-0.609, 6.646, -2.119], [-2.328, -2.980, -3.189], [-2.265, 3.721, 3.646], [1.444, 7.630, 1.385], [0.627, 6.976, 1.655], [3.707, 3.169, 1.331], [-2.598, 5.359, -2.559], [-0.076, 2.603, 1.328], [-2.614, 2.824, -2.194], [-2.541, -1.102, 3.077], [3.304, 1.019, 0.266], [-0.589, 7.431, 2.054], [0.225, -1.960, -1.244], [-3.503, 1.800, 4.597], [0.716, 5.559, 1.635]], "mulliken_charge": [0.51, 0.36, 0.45, 0.38, 0.54, 0.49, 0.39, 0.28, -0.08, 0.99, 0.41, -1.13, -0.15, -0.84, 0.37, 0.38, -0.53, -0.01, -0.13, -0.19, -0.16, 0.32, 0.42, -0.88, -0.38, -1.01, 0.35, 0.64, -0.60, 0.33, 0.44, 0.40, -0.94, -0.37, -0.97, 0.89, -0.67, -0.56, -0.16, -0.39, -0.53, 0.73, 0.55, 1.51, -1.27, -0.93, -0.46, -1.17, -0.75, -1.15, -0.27, -0.07, 0.42, -0.02, 0.54, 0.32, -0.39, -0.97, -0.79, 0.37, -0.25, 0.24, 0.40, 0.95, -0.50, -0.84, 0.65, -0.16, -0.97, -0.09, -0.55, 0.40, 0.47, 0.41, -0.73, -0.68, -0.39, -0.24, 3.22, 0.65, 0.59, -0.44, 0.67, 0.41, -0.03]}

***

{"formula": "C6H16N2", "method": "the ωB97M-V functional and the def2-TZVPD basis", "gap_ev": 9.61, "mol_weight_g_mol": 116.21, "e_lumo_ev": 1.003, "max_force_ev_per_a": 0.9, "multiplicity": 1, "charge": 0, "symbols": ["H", "H", "H", "H", "H", "C", "C", "H", "C", "H", "H", "C", "H", "H", "H", "H", "C", "H", "N", "H", "N", "C", "H", "H"], "xyz": [[-2.228, -1.085, 0.673], [2.276, -1.720, 0.452], [-2.693, 1.873, -0.013], [-0.059, -1.533, 0.987], [0.322, -1.517, -1.634], [-2.146, -0.738, -0.364], [0.498, -0.588, 0.985], [1.787, -0.539, -1.572], [1.967, -0.959, 1.176], [-1.786, -1.568, -0.978], [0.581, 2.256, -1.071], [0.902, 1.604, -0.250], [0.166, -0.029, 1.869], [-2.014, 1.176, 1.311], [-3.161, -0.515, -0.714], [0.716, 2.131, 0.693], [0.169, 0.235, -0.297], [2.115, -1.382, 2.175], [-1.301, 0.454, -0.493], [1.987, 1.489, -0.347], [-1.818, 1.500, 0.363], [0.693, -0.490, -1.561], [0.394, 0.043, -2.472], [2.632, -0.098, 1.082]], "nbo_charge": [0.16, 0.20, 0.36, 0.20, 0.20, -0.43, -0.43, 0.21, -0.61, 0.20, 0.22, -0.62, 0.20, 0.32, 0.20, 0.22, 0.13, 0.21, -0.30, 0.20, -0.68, -0.62, 0.22, 0.20]}

***

The lowest multiplicity belongs to which entry? C6H16N2

***

Which of these has the lowest multiplicity? C6H16N2

***

Look up the multiplicity of the third one. 1

***

Among the records above, which one has the lowest multiplicity? C6H16N2